{
  "formula": "C3H40CdO21",
  "method": "ωB97M-V with the def2-TZVPD basis set",
  "species": ["Cd", "C", "O", "O", "O", "H", "C", "C", "O", "H", "H", "H", "H", "H", "O", "H", "H", "O", "H", "H", "O", "H", "H", "O", "H", "H", "O", "H", "H", "O", "H", "H", "O", "H", "H", "O", "H", "H", "O", "H", "H", "O", "H", "H", "O", "H", "H", "O", "H", "H", "O", "H", "H", "O", "H", "H", "O", "H", "H", "O", "H", "H", "O", "H", "H"],
  "xyz": [[-2.0500, 1.1724, -2.3472], [-0.0940, 0.2654, -4.2532], [0.5810, 0.6674, -3.3152], [0.3170, -0.3176, -5.2802], [-1.3160, 0.4324, -4.2552], [1.2370, -0.4586, -5.3342], [0.1920, 0.3134, 0.2418], [-0.8610, -0.6836, 0.0848], [-1.8520, -0.3176, -0.7652], [-0.2680, 1.2664, 0.4148], [0.9490, 0.2764, -0.6112], [0.8010, -0.0106, 1.0978], [-1.3600, -0.9676, 1.0488], [-0.5830, -1.6076, -0.3502], [0.6790, 4.0074, 0.9868], [1.1910, 3.4264, 0.3648], [0.3530, 4.8334, 0.5998], [3.0520, 1.0534, -3.4112], [2.1070, 0.9454, -3.2602], [3.1910, 1.9794, -3.3512], [-1.9520, 4.0064, 2.4458], [-1.7530, 3.3704, 3.0918], [-1.4220, 3.7284, 1.6528], [-1.9590, -2.3176, -2.5452], [-1.8820, -1.9406, -1.6892], [-1.1690, -2.7736, -2.7912], [1.1330, 1.3734, 3.2288], [1.6390, 1.8284, 2.5928], [1.5400, 1.6844, 4.0308], [-2.9240, -1.9796, 2.6738], [-2.7340, -2.6756, 2.0318], [-2.1130, -1.8296, 3.1218], [-4.0050, 0.2214, -2.8022], [-4.0160, -0.7276, -2.7122], [-4.5540, 0.4014, -3.5832], [1.4830, -1.7756, -2.1762], [2.4020, -1.7946, -2.4282], [1.3190, -0.8376, -2.1552], [-0.3820, -2.3516, 3.8518], [0.3160, -2.6736, 4.4708], [0.1190, -2.4086, 3.0628], [-3.7910, -2.0226, 0.1368], [-2.9230, -1.6146, 0.1158], [-3.8230, -2.8886, -0.2562], [2.1990, 2.6404, -0.8112], [2.9530, 3.0894, -1.0672], [2.5120, 1.7654, -0.7602], [-0.5560, 2.9874, -1.5522], [0.1710, 2.8324, -0.9302], [-0.0710, 3.1404, -2.3432], [-1.5930, 1.6344, 3.7118], [-0.6860, 1.6244, 3.3388], [-1.4960, 1.2724, 4.6058], [2.7950, -0.6096, 4.1808], [2.1810, -0.0036, 3.7118], [3.2140, -1.2126, 3.5598], [3.6490, 0.4024, 0.0808], [4.4420, 0.5104, -0.4742], [3.5270, -0.5136, 0.1928], [-1.6870, -3.8686, 1.1428], [-1.1010, -3.7676, 0.3798], [-2.0240, -4.7546, 0.9748], [2.5930, -2.3266, 0.1998], [2.0530, -2.1706, -0.5522], [2.1110, -2.9496, 0.7348]],
  "mulliken_charge": [1.763, 0.850, -0.568, -0.481, -0.978, 0.359, 1.258, 0.641, -1.237, -0.018, -1.068, 0.008, 0.134, 0.094, -0.598, 0.474, 0.298, -0.663, 0.432, 0.285, -0.675, 0.430, 0.283, -0.694, 0.261, 0.286, -0.707, 0.266, 0.281, -0.586, 0.344, 0.366, -0.559, 0.318, 0.300, -0.742, 0.300, 0.101, -0.632, 0.318, 0.211, -0.660, 0.116, 0.286, -0.485, 0.276, 0.156, -0.718, 0.138, 0.298, -0.718, 0.394, 0.285, -0.665, 0.485, 0.316, -0.599, 0.278, 0.283, -0.531, 0.281, 0.259, -0.652, 0.420, 0.305],
  "gap_ev": 7.73,
  "energy_ha": -1886.04675
}